90
Properties=species:S:1:pos:R:3:forces:R:3 method="wB97M-V/def2-TZVPD" de_lowest_kj_mol=16.9 lumo_energy_ev="-0.33 / -0.50" s2=2.023 e_homo_ev="-5.565 / -7.494" homo_lumo_gap_ev="5.23 / 7.00" charge=0 spin_multiplicity=3
C 4.8804 0.5871 -0.6683 0.250 -0.008 0.186
N -0.6259 0.8620 -2.5926 0.454 -0.122 0.084
C -0.4881 -1.5855 3.5801 -0.069 -0.101 0.047
H -4.0442 0.4647 1.6733 -0.007 0.005 -0.028
C -5.4239 0.5840 -0.7822 -0.306 -0.030 -0.018
H 8.6886 0.2133 1.9884 -0.008 -0.002 0.001
O 10.4041 -0.0212 0.1624 0.007 0.017 -0.053
C -3.0335 -1.3147 1.1627 0.035 0.075 0.126
N -2.3866 -0.8574 0.1150 0.136 -0.030 -0.185
H -7.5074 0.2134 -1.0618 -0.032 0.030 -0.003
C 0.7100 0.4271 -4.5398 0.108 -0.013 -0.014
C -7.0405 2.3185 -0.9519 -0.154 0.100 -0.023
N 4.0184 0.8855 0.3530 -0.089 -0.034 -0.214
H -6.1935 4.3023 -0.8301 -0.046 -0.007 -0.005
H -2.7438 3.4363 -2.3649 -0.028 0.001 -0.031
O -2.4834 3.2617 -1.4490 -0.150 -0.069 0.153
H 1.0719 -3.7228 6.5071 -0.017 -0.011 -0.011
C -4.2505 -0.0368 -3.6425 0.096 0.141 0.023
H -5.0136 -0.9829 1.9452 0.007 -0.007 -0.005
H -0.8543 -1.7464 -1.1180 -0.025 0.023 -0.014
H -1.4290 0.6241 -4.4652 0.019 -0.009 -0.070
C 1.2750 1.5939 1.7274 -0.123 0.049 0.210
N -2.6342 -2.5847 1.4473 0.004 -0.090 -0.104
C 2.7559 0.9446 -0.1963 -0.020 0.083 0.374
H 6.7438 0.3435 -2.5426 -0.014 -0.002 0.014
C -1.0072 -2.8392 3.9488 -0.145 0.210 -0.176
C 11.2864 -0.1480 -0.9401 -0.036 0.001 0.044
H -3.1099 3.6846 0.4198 -0.016 0.015 0.025
C 1.8055 0.6558 -2.4322 0.123 -0.043 0.140
C 1.8890 0.4277 -3.7864 -0.053 -0.024 -0.166
C -6.0106 3.2369 -0.8040 0.113 -0.039 0.041
C 7.1717 0.3163 -1.5493 0.082 -0.010 -0.093
H -0.8822 -0.9901 2.7664 -0.016 -0.024 -0.007
N -6.2182 -2.9004 -4.0967 -0.022 0.012 0.015
H 1.0262 -0.1895 4.0585 0.006 0.021 -0.006
C 9.0831 0.1286 -0.1094 0.095 -0.010 0.077
C -0.0426 1.8689 2.1488 0.136 -0.036 0.003
N -6.9567 1.2794 -5.3880 -0.042 -0.041 0.023
C -6.2704 0.4961 -4.8949 0.157 -0.126 0.036
H -2.0924 1.9229 1.5588 0.008 0.007 0.001
N -2.0163 -3.6401 3.4893 -0.023 0.002 -0.057
C -1.0662 1.7590 1.2462 -0.071 -0.032 -0.177
H 12.2821 -0.2487 -0.5191 0.005 -0.007 0.003
S -3.2617 -1.0974 -2.6967 -0.186 -0.041 -0.022
C -0.4969 0.6370 -3.9187 -0.262 0.010 0.270
N 4.2581 0.4566 -1.8144 -0.170 0.039 0.041
Ti -2.4425 0.9271 -1.4653 0.485 -0.306 -0.446
C 8.2482 0.2482 1.0013 -0.045 -0.001 -0.095
H -8.0575 2.6571 -1.1011 0.016 0.002 0.005
H 0.7215 0.2500 -5.6057 0.039 0.001 0.007
H -0.2641 2.1583 3.1669 0.051 -0.022 0.012
C -1.5105 -1.8619 -0.2711 -0.098 0.056 -0.094
C -3.0842 -3.4075 2.5377 0.138 0.010 -0.081
H 11.0490 -1.0352 -1.5318 0.018 0.004 -0.015
H 2.8557 0.2547 -4.2409 -0.012 -0.007 0.000
C 1.4892 1.2427 0.4119 0.154 -0.008 -0.254
H -5.1426 -0.4611 -0.8017 0.025 -0.014 -0.032
C 2.9300 0.6781 -1.5262 -0.006 -0.046 -0.326
H 2.0042 -1.4978 5.9022 -0.001 0.007 -0.008
C 0.5891 -1.1463 4.3101 0.084 -0.009 0.097
H 6.2706 0.4638 1.7104 -0.035 0.006 -0.017
H 2.0996 1.6630 2.4266 -0.005 0.009 -0.009
N -0.8921 1.4278 -0.0507 -0.103 -0.027 0.013
C 6.3286 0.4355 -0.4554 -0.190 0.002 0.027
H -3.3899 -4.3886 2.1812 -0.054 -0.011 -0.008
H -3.8268 4.7241 -0.8158 -0.015 0.014 -0.012
C 1.1548 -1.9002 5.3667 -0.051 0.099 -0.111
C 0.3845 1.1868 -0.4795 -0.019 -0.017 0.061
C -1.6684 -2.9396 0.5266 0.045 0.023 0.162
N -2.0516 -4.7941 4.1903 0.023 0.014 0.209
H -3.6972 -0.5741 3.0554 0.003 -0.009 -0.009
C 6.8893 0.3964 0.8235 0.048 -0.011 0.058
C -0.4503 -3.5899 4.9762 0.126 -0.248 0.248
C -3.5382 3.6999 -0.5824 0.134 -0.021 -0.063
H -1.1925 -3.9048 0.5439 0.003 0.015 -0.004
C -4.0060 -0.5672 2.0079 -0.035 0.035 -0.021
C -6.7473 0.9703 -0.9327 0.190 -0.113 0.073
C -4.7176 2.7711 -0.6738 -0.242 0.114 0.029
N -4.4265 1.4617 -0.6759 -0.191 0.190 0.232
C -5.4120 -0.4534 -4.2529 -0.251 0.057 -0.060
N -1.1375 -4.7831 5.0829 -0.004 0.084 -0.193
C 8.5427 0.1628 -1.3893 -0.097 0.015 -0.021
H -3.9381 -2.9240 3.0081 0.020 0.028 0.052
H 9.1693 0.0726 -2.2641 -0.007 -0.001 0.005
C 0.5315 0.8850 -1.8540 -0.018 0.171 0.053
S -3.7465 1.6203 -3.6716 0.135 -0.086 0.086
C 0.6483 -3.1267 5.7106 -0.037 -0.018 -0.028
H 4.2728 1.0429 1.3099 -0.031 0.029 0.031
C -5.8559 -1.8094 -4.1743 0.089 0.118 0.004
H 11.2502 0.7387 -1.5774 0.009 -0.004 -0.011